# 1
DFT (ωB97M-V with the def2-TZVPD basis set) results for an isolated molecule of C3H5N3S2 at a distorted geometry.

Last column: natural (NBO) charge in e.
Cartesian coordinates (Å):
C1 -0.599 -0.542 -0.531  0.375
C2 -0.115 0.877 -0.048  -0.332
C3 -0.140 -0.830 1.621  0.253
H1 -0.756 -0.845 -4.101  0.126
H2 -1.047 1.706 0.040  0.237
H3 0.772 1.342 -0.643  0.253
H4 0.701 2.267 2.483  0.113
H5 0.084 -1.435 2.619  0.233
N1 -0.939 -0.994 -1.641  -0.563
N2 0.141 0.516 1.349  -0.602
N3 -0.460 -1.503 0.633  -0.469
S1 -0.442 -0.177 -3.000  0.173
S2 1.328 1.040 2.435  0.203

Force components x, y, z for each atom (eV/Å):
C 1.0 -0.5 2.4
C -1.3 1.1 0.3
C 1.4 -0.1 1.5
H -0.7 -1.1 0.3
H 2.4 -2.2 -0.9
H -1.4 -0.9 1.2
H 0.9 -0.5 0.7
H -0.4 2.2 -1.9
N 0.2 -1.4 -1.1
N 0.4 -0.9 1.9
N -2.5 -0.3 -3.7
S 0.6 2.4 0.0
S -0.4 2.3 -0.6

The structure (SMILES) is S/N=C1\CN(S)C=N1. The maximum force is 4.49 eV Å⁻¹. The calculated total energy comes out at -1077.840324 Ha. Its energy above the lowest of the compared OMol25 structures with the same formula, charge and spin is 3.177 eV.

=====

# 2
DFT (ωB97M-V with the def2-TZVPD basis set) results for an isolated molecule of C3H5N3Se at a distorted geometry.

Last column: natural (NBO) charge in e.
Cartesian coordinates (Å):
C1 -0.265 0.626 0.435  0.313
C2 0.671 -0.438 -1.196  0.108
C3 -0.760 0.774 1.784  -0.652
N1 -0.580 1.201 -0.667  -0.270
N2 -0.059 0.586 -1.702  -0.301
N3 0.607 -0.429 0.173  -0.566
Se1 1.293 -1.744 -2.358  0.101
H1 -0.536 -0.188 2.253  0.209
H2 -0.294 1.533 2.363  0.238
H3 -1.774 0.608 1.781  0.245
H4 1.012 -1.194 0.807  0.440
H5 0.686 -1.335 -3.674  0.135

Force components x, y, z for each atom (eV/Å):
C 1.4 -1.2 -0.1
C -1.6 1.9 -1.1
C 1.6 -1.6 0.7
N -1.7 1.9 1.3
N 2.2 -2.5 -0.2
N 0.6 -1.7 -0.7
Se 0.9 -1.2 -0.7
H 0.7 0.1 0.4
H -0.3 0.9 0.5
H -2.8 1.1 0.2
H -1.1 2.0 -1.3
H 0.1 0.3 1.1

The structure (SMILES) is Cc1nnc([SeH])[nH]1. The maximum force is 3.33 eV Å⁻¹. The calculated total energy comes out at -2682.954267 Ha. Its energy above the lowest of the compared OMol25 structures with the same formula, charge and spin is 0.711 eV.

=====

# 3
DFT (ωB97M-V with the def2-TZVPD basis set) results for a structure of composition C3H5N4 at a distorted geometry.

Last column: natural (NBO) charge in e.
Cartesian coordinates (Å):
C1 2.231 0.276 -0.473  0.014
C2 3.381 0.224 0.156  0.495
C3 -0.751 0.856 0.843  -0.493
N1 1.182 0.425 -0.984  -0.080
N2 4.490 0.393 0.509  -0.417
N3 -0.752 -1.211 -0.465  -0.203
N4 -0.359 -0.180 -0.057  0.087
H1 0.148 1.297 1.379  0.256
H2 -1.650 0.529 1.377  0.247
H3 -0.969 1.647 0.136  0.266
H4 5.274 0.322 1.062  0.467
H5 -1.748 -1.503 -0.488  0.359

Force components x, y, z for each atom (eV/Å):
C 0.3 -0.3 0.6
C 2.4 0.5 0.6
C -0.4 0.7 -0.5
N -1.0 0.3 -1.2
N -3.2 -0.2 -1.9
N -0.7 -1.4 -2.1
N 2.2 0.2 1.4
H -1.2 -1.2 -0.2
H 0.4 0.5 0.4
H -0.6 0.6 0.0
H 1.8 -0.3 1.6
H -0.1 0.4 1.2

The maximum force is 3.69 eV Å⁻¹. The net charge is +1. The calculated total energy comes out at -335.845981 Ha. Its energy above the lowest of the compared OMol25 structures with the same formula, charge and spin is 6.171 eV.

=====

# 4
DFT (ωB97M-V with the def2-TZVPD basis set) results for the ion C3H5N4 with charge +1 at a distorted geometry.

Last column: natural (NBO) charge in e.
Cartesian coordinates (Å):
C1 0.227 1.320 -2.717  0.394
C2 0.340 0.641 -1.580  -0.163
C3 -1.230 -0.139 1.399  -0.420
N1 -0.599 0.832 -0.577  -0.045
N2 1.298 -0.268 -1.143  -0.401
N3 0.866 -0.557 0.145  -0.258
N4 -0.309 0.080 0.336  0.193
H1 -0.585 -0.098 2.336  0.262
H2 -1.645 -1.050 1.177  0.250
H3 -1.986 0.642 1.144  0.286
H4 2.258 0.033 -1.118  0.418
H5 1.364 -1.437 0.598  0.483

Force components x, y, z for each atom (eV/Å):
C -0.2 0.4 -0.8
C 0.2 0.7 -0.2
C 1.2 2.4 1.5
N -1.0 1.1 -1.6
N 0.5 -0.8 -0.2
N 1.6 -2.5 1.9
N 2.2 -1.3 -0.4
H -1.6 0.1 -0.8
H -1.1 -2.5 0.1
H 0.5 -0.5 1.3
H 0.3 0.4 -0.1
H -2.4 2.2 -0.7

The maximum force is 3.53 eV Å⁻¹. The net charge is +1. The calculated total energy comes out at -335.767369 Ha. Its energy above the lowest of the compared OMol25 structures with the same formula, charge and spin is 8.310 eV.

=====

- Which value of calculated total energy does entry 2 give?
  -2682.954267 Ha

=====

- Which of these has the lowest maximum force?
  C3H5N3Se

=====

Please write out number 4 again, unchanged.
DFT (ωB97M-V with the def2-TZVPD basis set) results for the ion C3H5N4 with charge +1 at a distorted geometry.

Last column: natural (NBO) charge in e.
Cartesian coordinates (Å):
C1 0.227 1.320 -2.717  0.394
C2 0.340 0.641 -1.580  -0.163
C3 -1.230 -0.139 1.399  -0.420
N1 -0.599 0.832 -0.577  -0.045
N2 1.298 -0.268 -1.143  -0.401
N3 0.866 -0.557 0.145  -0.258
N4 -0.309 0.080 0.336  0.193
H1 -0.585 -0.098 2.336  0.262
H2 -1.645 -1.050 1.177  0.250
H3 -1.986 0.642 1.144  0.286
H4 2.258 0.033 -1.118  0.418
H5 1.364 -1.437 0.598  0.483

Force components x, y, z for each atom (eV/Å):
C -0.2 0.4 -0.8
C 0.2 0.7 -0.2
C 1.2 2.4 1.5
N -1.0 1.1 -1.6
N 0.5 -0.8 -0.2
N 1.6 -2.5 1.9
N 2.2 -1.3 -0.4
H -1.6 0.1 -0.8
H -1.1 -2.5 0.1
H 0.5 -0.5 1.3
H 0.3 0.4 -0.1
H -2.4 2.2 -0.7

The maximum force is 3.53 eV Å⁻¹. The net charge is +1. The calculated total energy comes out at -335.767369 Ha. Its energy above the lowest of the compared OMol25 structures with the same formula, charge and spin is 8.310 eV.

=====

- The highest maximum force belongs to which entry?
  C3H5N3S2